{"formula": "C22H32BMgN7", "method": "wB97M-V/def2-TZVPD", "e_above_lowest_kcal_mol": 0.0, "total_charge": 2, "homo_ha": -0.519, "multiplicity": 1, "largest_force_ev_per_a": 2.302, "species": ["C", "N", "N", "C", "C", "B", "N", "N", "C", "C", "C", "Mg", "N", "N", "C", "C", "C", "H", "H", "H", "H", "H", "H", "H", "H", "H", "H", "H", "C", "H", "H", "H", "C", "C", "C", "C", "C", "C", "C", "C", "N", "C", "C", "C", "C", "H", "H", "H", "H", "H", "H", "H", "H", "H", "H", "H", "H", "H", "H", "H", "H", "H", "H"], "coordinates": [[-2.3666, -2.0475, 0.5158], [-1.4026, -1.6520, -0.3250], [-1.5994, -2.3543, -1.5099], [-2.6004, -3.2416, -1.3528], [-3.1213, -3.0943, -0.0582], [-0.6850, -2.0558, -2.7333], [-0.5946, -0.5261, -3.0359], [-0.3327, 0.4034, -2.0369], [-0.3373, 1.6131, -2.6341], [-0.5578, 1.4601, -4.0171], [-0.7010, 0.0951, -4.2204], [0.2724, -0.4924, -0.2101], [0.7456, -2.5151, -2.3600], [1.4281, -1.9585, -1.2821], [2.6288, -2.5857, -1.2485], [2.7058, -3.5443, -2.2873], [1.4899, -3.4501, -2.9638], [3.3922, -2.3509, -0.5189], [1.0918, -3.9679, -3.8259], [3.5159, -4.2077, -2.5222], [-1.0885, -2.6286, -3.6993], [-0.8657, -0.4909, -5.1183], [-2.8713, -3.9059, -2.1655], [-0.5947, 2.2400, -4.7642], [-3.9119, -3.6591, 0.4029], [-0.1811, 2.5358, -2.0833], [-2.5030, -1.5725, 1.4688], [2.0443, 0.4283, -0.3085], [1.8141, 1.4260, 0.1125], [1.9469, 2.1625, -0.6849], [0.7766, 1.5137, 0.4556], [2.4959, 1.6046, 0.9462], [0.6150, -0.6770, 7.2263], [-0.3268, -1.1203, 6.1545], [-1.7201, -1.0184, 6.2849], [-2.5844, -1.2944, 5.2172], [-4.0624, -1.1768, 5.4038], [-2.0307, -1.5575, 3.9654], [-0.6512, -1.2886, 3.8146], [0.1832, -1.5125, 4.9202], [-0.1739, -0.3253, 2.8360], [1.1632, -0.0548, 2.8173], [-1.0524, 0.8668, 2.8077], [2.2747, -1.0306, 2.6006], [1.5883, 1.2507, 3.4003], [0.0549, -0.2950, 8.0801], [1.2671, -1.4895, 7.5633], [1.2570, 0.1238, 6.8304], [-2.1355, -0.7178, 7.2476], [-4.3993, -1.7774, 6.2530], [-4.3105, -0.1293, 5.6175], [-4.6015, -1.4905, 4.5055], [-2.6359, -1.9937, 3.1769], [1.2266, -1.8027, 4.7986], [-1.1997, 1.2803, 3.8240], [-0.5526, 1.6006, 2.1741], [-2.0310, 0.6361, 2.3847], [1.9981, -2.0648, 2.3701], [2.9142, -0.6499, 1.7866], [2.9340, -1.0263, 3.4801], [2.6821, 1.3525, 3.4088], [1.1591, 2.1261, 2.8917], [1.2662, 1.3208, 4.4552]]}